(1)
Entry from OMol25: 2 unconnected molecules or ions with the total composition C4H8O2 (ωB97M-V/def2-TZVPD).

## Properties
Strongest force on any atom = 2.78 eV Å⁻¹
Frontier orbital gap = 9.47 eV
Total energy = -8370.604 eV
SMILES string = C=C/C=C/O.O
Molar mass = 88.1 g/mol
Relative energy (zero: lowest compared OMol25 entry of this formula, charge and spin) = 61.7 kcal per mole
Charge = 0

Last column: Löwdin charge in e.
Atoms and positions in Å:
C: -0.237 2.172 0.804  -0.0074
C: 0.734 1.420 0.327  -0.1919
C: 0.426 0.242 -0.449  -0.1457
C: 1.249 -0.778 -0.769  -0.1582
O: 0.629 -1.946 -1.174  -0.0120
H: -0.002 3.035 1.433  0.0564
H: -1.273 2.255 0.539  0.0641
H: 1.809 1.555 0.445  0.1124
H: -0.554 0.184 -0.918  0.1209
H: 2.321 -0.821 -0.791  0.1153
H: 1.038 -2.238 -1.997  0.0979
O: -2.220 -0.735 1.068  -0.0824
H: -2.022 -0.349 1.934  0.0353
H: -1.423 -0.358 0.604  -0.0047

(2)
Entry from OMol25: 2 unconnected molecules or ions with the total composition C3H3O3S (ωB97M-V/def2-TZVPD).

## Properties
Strongest force on any atom = 3.56 eV Å⁻¹
Frontier orbital gap = 8.05 eV
Total energy = -20137.738 eV
Molar mass = 119.1 g/mol
Relative energy (zero: lowest compared OMol25 entry of this formula, charge and spin) = 17.0 kcal per mole
Charge = -1

Last column: Löwdin charge in e.
Atoms and positions in Å:
C: -1.600 -0.809 -0.351  -0.0557
C: -1.820 -0.086 -1.361  -0.7405
C: 1.292 0.138 0.843  -0.8053
O: 1.214 -1.018 0.433  -0.0355
O: 0.446 1.064 0.905  -0.0731
O: 2.625 0.597 1.079  0.0016
S: -2.054 0.657 -2.779  0.5605
H: -2.112 -1.598 0.165  0.0785
H: -0.611 -0.466 -0.046  0.0394
H: 2.620 1.521 1.111  0.0301

(3)
Entry from OMol25: 4 unconnected molecules or ions with the total composition C2H12N2O3 (ωB97M-V/def2-TZVPD).

## Properties
Strongest force on any atom = 1.48 eV Å⁻¹
Frontier orbital gap (alpha / beta) = 1.68 / 8.40 eV
Total energy = -11389.273 eV
Molar mass = 112.1 g/mol
Relative energy (zero: lowest compared OMol25 entry of this formula, charge and spin) = 31.4 kcal per mole
Spin multiplicity = 2
Charge = -1

Last column: Löwdin charge in e.
Atoms and positions in Å:
C: -3.039 0.616 0.426  -0.3008
N: -3.728 0.318 -2.392  0.0136
C: -2.487 0.632 -1.861  -0.5655
N: -2.090 0.525 -0.671  -0.0543
H: -3.753 -0.216 0.415  0.0462
H: -3.564 1.556 0.343  0.0416
H: -2.534 0.617 1.363  0.0277
H: -4.480 0.115 -1.748  0.0240
H: -4.056 0.868 -3.175  0.0050
H: -1.760 0.821 -2.652  0.0666
H: 2.238 -1.552 -0.470  0.0073
H: 2.126 -3.060 -0.237  0.0047
O: 2.287 -2.228 0.217  -0.1588
H: 2.187 -2.105 5.546  0.0275
H: 2.011 -1.026 6.571  0.0238
O: 1.946 -1.983 6.474  -0.1105
H: 5.721 2.535 -3.640  0.0097
H: 5.233 3.074 -2.286  0.0153
O: 5.079 2.386 -2.940  -0.1229

(4)
Entry from OMol25: 2 unconnected molecules or ions with the total composition C2H3N3O3 (ωB97M-V/def2-TZVPD).

## Properties
Strongest force on any atom = 5.95 eV Å⁻¹
Frontier orbital gap = 8.71 eV
Total energy = -12728.037 eV
Molar mass = 117.1 g/mol
Relative energy (zero: lowest compared OMol25 entry of this formula, charge and spin) = 136.5 kcal per mole
Charge = 0

Last column: Löwdin charge in e.
Atoms and positions in Å:
C: -0.684 0.140 -0.099  -0.3426
C: 1.468 -0.353 -0.209  -0.4822
H: -3.869 -0.516 0.733  0.2954
H: 0.209 2.237 0.456  0.2176
H: 3.288 -0.715 0.213  0.2181
N: -2.009 0.299 -0.310  -0.0080
N: 0.208 1.257 -0.165  0.0172
N: 1.678 0.866 -0.193  0.1517
O: -2.889 -0.940 -0.227  -0.2462
O: 2.448 -1.272 -0.193  0.0696
O: 0.153 -1.004 -0.006  0.1094

(5)
Entry from OMol25: C3H6FNO in the gas phase (ωB97M-V/def2-TZVPD).

## Properties
Strongest force on any atom = 1.79 eV Å⁻¹
Frontier orbital gap = 10.56 eV
Total energy = -9463.146 eV
SMILES string = O=CNCCF
Molar mass = 91.1 g/mol
Relative energy (zero: lowest compared OMol25 entry of this formula, charge and spin) = 15.0 kcal per mole
Charge = 0

Last column: Löwdin charge in e.
Atoms and positions in Å:
O: 0.085 0.205 -2.907  0.0005
C: 0.439 0.313 -1.736  -0.3790
N: 0.296 -0.597 -0.750  0.0080
C: 0.484 -0.359 0.689  -0.1632
C: -0.813 0.269 1.236  -0.1820
F: -1.120 1.318 0.368  -0.0535
H: 1.005 1.225 -1.443  0.1382
H: -0.185 -1.456 -0.981  0.1434
H: 0.710 -1.346 1.136  0.1203
H: 1.404 0.275 0.901  0.1377
H: -0.668 0.604 2.270  0.1141
H: -1.636 -0.451 1.218  0.1155

(6)
Entry from OMol25: a molecular structure, C30H55FeN4O2P2 (ωB97M-V/def2-TZVPD).

## Properties
Strongest force on any atom = 6.59 eV Å⁻¹
Frontier orbital gap (alpha / beta) = 7.00 / 5.74 eV
Total energy = -95018.025 eV
Molar mass = 621.6 g/mol
Relative energy (zero: lowest compared OMol25 entry of this formula, charge and spin) = 0.0 kcal per mole
Spin multiplicity = 5
Charge = +1

Last column: Löwdin charge in e.
Atoms and positions in Å:
C: -2.256 0.970 -2.176  -0.3481
C: -2.587 -1.247 -1.385  -0.3446
C: -3.425 0.915 -2.927  -0.0618
C: -3.865 -1.259 -2.007  -0.0291
C: -4.262 -0.200 -2.800  -0.0603
H: -3.667 1.761 -3.565  0.1099
H: -4.479 -2.143 -1.846  0.1145
H: -5.217 -0.221 -3.318  0.1118
N: -1.842 -0.077 -1.438  -0.0167
P: -0.511 2.355 -0.499  1.1170
P: -0.328 -2.397 -0.186  1.0737
C: -1.362 2.203 -2.153  -0.2338
H: -0.597 2.111 -2.937  0.0765
H: -1.944 3.103 -2.379  0.0815
C: -2.002 -2.363 -0.755  -0.2696
H: -2.631 -3.247 -0.623  0.0664
C: 0.484 -3.401 -1.630  -0.6436
C: -0.378 -3.568 1.343  -0.6508
C: 1.056 3.408 -0.746  -0.6497
C: -1.816 3.315 0.469  -0.6562
C: 1.995 -3.193 -1.497  -0.1051
H: 2.377 -3.542 -0.531  0.0633
H: 2.518 -3.752 -2.288  0.0930
H: 2.254 -2.134 -1.598  0.0346
C: 0.133 -4.895 -1.612  -0.0917
H: 0.532 -5.427 -0.742  0.0621
H: -0.951 -5.052 -1.683  0.0867
H: 0.584 -5.361 -2.503  0.0930
C: -0.031 -2.846 -2.964  -0.0993
H: 0.426 -3.402 -3.797  0.0904
H: -1.118 -2.955 -3.050  0.0830
H: 0.219 -1.788 -3.088  0.0408
C: 1.051 -4.055 1.636  -0.0985
H: 1.752 -3.211 1.695  0.0844
H: 1.057 -4.557 2.616  0.0915
H: 1.426 -4.779 0.905  0.0625
C: -0.852 -2.761 2.555  -0.1195
H: -0.200 -1.905 2.758  0.0478
H: -1.883 -2.406 2.440  0.0813
H: -0.830 -3.413 3.443  0.0969
C: -1.353 -4.747 1.199  -0.0890
H: -1.120 -5.428 0.378  0.0546
H: -1.297 -5.337 2.128  0.0951
H: -2.387 -4.406 1.087  0.0763
C: -1.282 3.474 1.900  -0.0786
H: -2.035 4.017 2.492  0.1016
H: -1.123 2.493 2.364  0.0529
H: -0.342 4.037 1.948  0.0641
C: -3.124 2.509 0.512  -0.0741
H: -3.579 2.411 -0.481  0.0842
H: -2.989 1.515 0.947  0.0567
H: -3.832 3.052 1.158  0.0998
C: -2.149 4.688 -0.150  -0.0797
H: -3.127 5.008 0.243  0.0943
H: -1.429 5.462 0.133  0.0634
H: -2.233 4.658 -1.243  0.0742
C: 1.430 3.399 -2.230  -0.1104
H: 0.682 3.908 -2.855  0.0945
H: 2.389 3.924 -2.363  0.1017
H: 1.561 2.376 -2.596  0.0212
C: 2.175 2.734 0.069  -0.0972
H: 2.427 1.744 -0.334  0.0568
H: 3.077 3.362 0.017  0.0921
H: 1.901 2.613 1.125  0.0701
C: 0.942 4.877 -0.314  -0.0915
H: 0.238 5.434 -0.945  0.0792
H: 0.680 4.998 0.743  0.0656
H: 1.930 5.343 -0.455  0.0955
Fe: -0.212 0.021 -0.316  0.3821
C: -0.897 0.169 1.468  -0.1812
O: -1.790 0.095 2.245  0.0505
N: 1.118 0.061 -1.621  0.1035
C: 1.701 -0.037 -2.633  -0.0393
C: 2.730 -0.109 -3.747  -0.5604
C: 2.310 -1.159 -4.773  -0.0411
C: 2.854 1.237 -4.456  -0.0495
C: 4.095 -0.459 -3.159  -0.0263
H: 2.297 -2.165 -4.339  0.0741
H: 1.318 -0.931 -5.181  0.1027
H: 3.022 -1.169 -5.609  0.1032
H: 3.280 1.994 -3.788  0.0815
H: 3.534 1.127 -5.312  0.1047
H: 1.885 1.584 -4.831  0.1003
H: 4.830 -0.516 -3.973  0.1073
H: 4.419 0.320 -2.456  0.0981
H: 4.084 -1.422 -2.636  0.0833
N: -0.290 0.173 4.663  0.1887
C: 0.768 0.589 3.914  -0.5907
N: 1.787 1.138 4.621  0.1767
O: 0.820 0.479 2.659  -0.0615
H: -0.258 0.296 5.664  0.1149
H: -1.170 -0.036 4.206  0.0918
H: 2.569 1.533 4.122  0.1167
H: 1.676 1.333 5.606  0.1126

(7)
Entry from OMol25: a gas-phase ion, C7H9N4 (charge +1) (ωB97M-V/def2-TZVPD).

## Properties
Strongest force on any atom = 5.25 eV Å⁻¹
Frontier orbital gap = 8.62 eV
Total energy = -13353.525 eV
SMILES string = Cc1cc[n+]#cn(C)ncn1
Molar mass = 149.2 g/mol
Relative energy (zero: lowest compared OMol25 entry of this formula, charge and spin) = 128.1 kcal per mole
Charge = +1

Last column: Löwdin charge in e.
Atoms and positions in Å:
C: -0.463 3.121 -0.543  0.0150
C: 0.015 1.582 -0.655  -0.2174
C: 1.015 1.165 -1.607  0.0373
C: 1.572 -0.105 -1.701  -0.0509
N: 1.266 -1.164 -0.964  0.1943
C: 0.547 -1.495 -0.057  0.0711
N: -0.015 -1.857 1.031  -0.1267
C: -0.333 -3.151 1.334  -0.0238
N: -0.849 -0.966 1.605  0.1283
C: -1.088 0.253 1.188  -0.1491
N: -0.421 0.693 0.173  0.1041
H: -0.487 3.451 0.612  0.1357
H: 0.258 3.737 -0.963  0.0340
H: -1.469 3.267 -0.946  0.0817
H: 1.145 1.882 -2.365  0.1064
H: 2.465 -0.438 -2.281  0.1503
H: 0.433 -3.867 1.147  0.1012
H: -0.460 -3.212 2.413  0.1191
H: -1.232 -3.580 0.789  0.1441
H: -1.898 0.684 1.791  0.1453

(8)
Entry from OMol25: a molecular structure, C6H4I4N2 (ωB97M-V/def2-TZVPD).

## Properties
Strongest force on any atom = 5.54 eV Å⁻¹
Frontier orbital gap = 8.51 eV
Total energy = -41666.555 eV
Molar mass = 611.7 g/mol
Relative energy (zero: lowest compared OMol25 entry of this formula, charge and spin) = 0.0 kcal per mole
Charge = 0

Last column: Löwdin charge in e.
Atoms and positions in Å:
C: 0.208 -1.388 -0.151  -0.1418
C: 0.291 -0.044 -0.005  -0.2204
C: 1.570 0.534 0.097  -0.7756
C: 2.405 -1.507 0.130  -0.8753
C: -2.557 0.435 -0.001  -0.2598
C: -1.277 1.187 0.039  -1.1496
N: 1.292 -2.129 -0.222  0.0522
N: 2.610 -0.263 0.176  -0.0478
I: 2.274 2.522 0.095  0.8185
I: 4.160 -2.719 0.155  0.7836
I: -0.807 2.197 -1.833  0.7681
I: -0.945 2.323 1.874  0.7565
H: -0.682 -1.987 -0.436  0.1377
H: -3.346 1.054 0.395  0.0747
H: -2.432 -0.339 0.645  0.0407
H: -2.765 0.127 -0.960  0.0382

(9)
Entry from OMol25: 2 unconnected molecules or ions with the total composition C3H8O2S (ωB97M-V/def2-TZVPD).

## Properties
Strongest force on any atom = 1.16 eV Å⁻¹
Frontier orbital gap (alpha / beta) = 2.54 / 8.69 eV
Total energy = -18169.559 eV
Molar mass = 108.2 g/mol
Relative energy (zero: lowest compared OMol25 entry of this formula, charge and spin) = 11.5 kcal per mole
Spin multiplicity = 2
Charge = -1

Last column: Löwdin charge in e.
Atoms and positions in Å:
C: -2.378 0.570 0.666  -0.5396
S: -0.580 0.224 0.779  0.2179
C: -0.682 -1.514 0.114  -0.4407
H: -2.977 -0.198 1.151  -0.0015
H: -2.629 0.644 -0.399  0.0024
H: -2.487 1.568 1.082  -0.0381
H: -0.197 -2.229 0.768  0.0129
H: -1.702 -1.853 -0.064  0.0195
H: -0.174 -1.451 -0.845  0.0019
O: 4.062 1.395 -1.263  0.0593
C: 3.167 0.953 -0.616  -0.4280
O: 2.161 0.236 -1.180  0.0003
H: 3.028 1.110 0.461  0.1313
H: 1.390 0.546 -0.655  0.0023

(10)
Entry from OMol25: 2 unconnected molecules or ions with the total composition C18H20N4O6S (ωB97M-V/def2-TZVPD).

## Properties
Strongest force on any atom = 3.36 eV Å⁻¹
Frontier orbital gap = 6.90 eV
Total energy = -48064.244 eV
SMILES string = Cc1ccc(S(=O)(=O)n2cc([N+](=O)[O-])c3ccc([N+](=O)[O-])cc32)cc1.CN(C)C
Molar mass = 420.4 g/mol
Relative energy (zero: lowest compared OMol25 entry of this formula, charge and spin) = 184.5 kcal per mole
Charge = 0

Last column: Löwdin charge in e.
Atoms and positions in Å:
C: -3.658 -6.331 -0.691  -0.0439
C: -3.094 -4.937 -0.800  -0.2534
C: -1.740 -4.721 -0.534  -0.0216
C: -1.183 -3.445 -0.593  -0.0455
C: -1.982 -2.342 -0.924  -0.2690
S: -1.243 -0.716 -1.016  0.7441
O: -1.953 0.282 -0.260  -0.2661
O: 0.191 -0.882 -0.949  -0.2808
N: -1.513 -0.170 -2.591  -0.1008
C: -2.199 0.971 -2.915  0.0641
C: -2.409 0.961 -4.285  -0.0841
N: -3.329 1.749 -5.000  -0.3146
O: -3.336 1.666 -6.253  0.0595
O: -4.118 2.478 -4.357  0.0631
C: -1.735 -0.207 -4.842  -0.0715
C: -1.597 -0.737 -6.126  0.0174
C: -0.855 -1.902 -6.305  0.0324
C: -0.281 -2.567 -5.184  -0.1353
N: 0.566 -3.700 -5.389  -0.3158
O: 0.817 -4.070 -6.559  0.0604
O: 1.042 -4.283 -4.386  0.0544
C: -0.478 -2.089 -3.884  0.0883
C: -1.177 -0.907 -3.749  -0.1489
C: -3.342 -2.546 -1.193  -0.0373
C: -3.886 -3.831 -1.140  -0.0182
H: -4.725 -6.365 -0.936  0.0791
H: -3.130 -7.031 -1.353  0.0897
H: -3.532 -6.719 0.328  0.0897
H: -1.115 -5.578 -0.275  0.1266
H: -0.120 -3.322 -0.415  0.1196
H: -2.557 1.706 -2.220  0.1450
H: -2.064 -0.212 -6.949  0.1097
H: -0.688 -2.333 -7.288  0.1194
H: -0.077 -2.624 -3.033  0.1132
H: -3.962 -1.696 -1.459  0.1215
H: -4.948 -3.971 -1.362  0.1208
C: 1.846 1.903 0.700  -0.1105
N: 0.474 1.643 1.101  -0.3440
C: 0.295 0.337 1.702  -0.1429
C: -0.076 2.699 1.932  -0.1165
H: 1.904 2.903 0.253  0.0813
H: 2.544 1.857 1.561  0.0846
H: 2.139 1.149 -0.035  0.0769
H: -0.778 0.183 1.870  0.0745
H: 0.656 -0.404 0.988  0.0492
H: 0.853 0.248 2.655  0.0901
H: -1.139 2.490 2.096  0.0809
H: 0.428 2.753 2.920  0.0847
H: 0.043 3.662 1.422  0.0803

(11)
Entry from OMol25: C5H6O in the gas phase (ωB97M-V/def2-TZVPD).

## Properties
Strongest force on any atom = 0.90 eV Å⁻¹
Frontier orbital gap = 9.78 eV
Total energy = -7327.141 eV
SMILES string = C=C[C@@H]1CC1=O
Molar mass = 82.1 g/mol
Relative energy (zero: lowest compared OMol25 entry of this formula, charge and spin) = 49.4 kcal per mole
Charge = 0

Last column: Löwdin charge in e.
Atoms and positions in Å:
C: 1.784 -0.251 -0.331  0.0258
C: 0.933 -0.077 0.662  -0.1583
C: -0.521 -0.289 0.602  -0.2100
C: -1.265 -0.139 -0.737  -0.0120
C: -1.199 0.963 0.231  -0.3619
O: -1.470 2.087 0.523  0.1338
H: 1.440 -0.475 -1.332  0.0561
H: 2.846 -0.224 -0.140  0.0574
H: 1.294 0.175 1.648  0.1083
H: -0.890 -1.013 1.328  0.1475
H: -2.228 -0.644 -0.782  0.1160
H: -0.724 -0.114 -1.672  0.0974

(12)
Entry from OMol25: C3H5NO2 in the gas phase (ωB97M-V/def2-TZVPD).

## Properties
Strongest force on any atom = 2.45 eV Å⁻¹
Frontier orbital gap = 11.34 eV
Total energy = -8775.413 eV
SMILES string = O=C1NCCO1
Molar mass = 87.1 g/mol
Relative energy (zero: lowest compared OMol25 entry of this formula, charge and spin) = 52.6 kcal per mole
Charge = 0

Last column: Löwdin charge in e.
Atoms and positions in Å:
O: -0.515 -1.245 2.209  0.1962
C: -0.501 -0.801 1.114  -0.4538
N: -1.229 0.192 0.431  0.0573
C: -0.134 0.968 -0.199  -0.1538
C: 0.843 -0.164 -0.659  -0.1665
O: 0.278 -1.350 -0.067  -0.0878
H: -1.276 -0.541 -0.326  0.1389
H: -0.567 1.550 -1.013  0.1140
H: 0.335 1.657 0.510  0.1182
H: 1.846 -0.056 -0.245  0.1154
H: 0.920 -0.209 -1.756  0.1218

Look up the molar mass of the eighth one.
611.7 g/mol